Entry 1:
52
Properties=species:S:1:pos:R:3 method="wB97M-V/def2-TZVPD" e_lumo_ev=2.59 total_charge=-1 homo_lumo_gap_ev=6.72 e_homo_ev=-4.14
C -2.34524 2.00647 0.48058
H 1.72480 -1.19389 2.36533
O -1.41102 1.07888 1.00154
H 1.94964 -1.83124 0.71530
H -1.91207 2.99347 0.65030
H 5.02366 2.03425 0.98799
N 5.18098 0.65734 4.60436
O 2.57882 1.96106 0.82806
C -0.06518 -1.52806 -2.42776
C 5.08543 1.65466 1.99898
Li -0.16196 0.28861 -0.32681
H -2.74057 0.10230 2.24563
H -1.73391 0.78190 -3.23394
H -3.29858 1.94245 1.01727
H 0.04996 -3.51600 -3.29817
C -1.28419 1.74625 -2.98526
H -0.36709 -0.29500 2.92188
H -0.25124 1.77062 -3.32701
C 1.27144 -1.78250 1.56477
C -2.54057 1.78370 -1.00280
H -2.41763 -0.72093 0.68202
H 3.38291 -1.38086 -2.66980
H 7.23806 0.77907 4.45651
H 3.11080 0.63573 4.51336
O 2.83435 0.28832 -1.22602
H 2.27998 -2.66458 -3.23002
C -1.97508 -0.13321 1.49615
C 2.54357 1.54823 2.01594
C 6.28493 1.44669 2.65213
H 2.77516 0.94291 -0.48414
O -2.22068 -1.34829 -1.76903
H 1.04972 -2.79802 1.91603
H -2.91639 0.77298 -1.21127
C 2.40700 -1.59061 -3.09660
H 2.36312 -1.13554 -4.09002
H -1.21771 -1.83991 2.54960
O 1.55642 1.27163 2.71116
C 3.91565 1.35560 2.68064
H -1.84645 2.55458 -3.47024
C -0.39371 -2.53388 -3.49025
C 6.29721 0.94766 3.94437
N 1.52056 -0.13459 -1.34326
C 4.02328 0.86474 3.97650
O -1.26110 1.94175 -1.58388
O 0.08810 -1.15903 1.10828
Br 7.93692 1.83790 1.79815
C -0.84081 -0.89330 2.13657
N -0.97241 -1.01444 -1.64677
H -3.24597 2.52383 -1.40998
C 1.31065 -1.03497 -2.23167
H -1.47694 -2.64612 -3.50350
H -0.05768 -2.21927 -4.48322

Entry 2:
20
Properties=species:S:1:pos:R:3 method="wB97M-V/def2-TZVPD" e_lumo_ev="-9.52 / -9.52" total_charge=+2 e_above_lowest_kcal_mol=140.8 homo_lumo_gap_ev="9.01 / 9.01" e_homo_ev="-18.53 / -18.53"
H -3.19586 -0.45324 -1.89458
C 0.54620 1.57727 0.47269
H 3.25235 -1.08996 -0.93859
O -3.17648 -0.85994 1.32666
H 2.18913 -2.23688 0.04701
H -4.48716 0.04522 -0.87352
C -1.60029 0.26702 0.12512
C 2.82290 -1.41741 0.08714
N -2.79690 -0.31491 0.29694
N -0.96795 1.26268 0.61675
H 3.71676 -1.70101 0.66602
H 1.88485 -0.39547 1.68874
C -3.52244 -0.54845 -0.93072
H 0.67638 1.93082 1.60994
N 1.34001 0.52408 -0.07122
H -3.89806 -1.63215 -0.99505
C 1.98179 -0.36762 0.56953
H -1.49009 2.11125 0.82896
H 0.51697 2.45541 -0.25785
H 1.28317 0.26034 -1.11015

Entry 3:
56
Properties=species:S:1:pos:R:3 method="wB97M-V/def2-TZVPD" e_lumo_ev="4.38 / 4.38" total_charge=-2 multiplicity=2 e_above_lowest_kcal_mol=0.0 homo_lumo_gap_ev="4.46 / 4.96" e_homo_ev="-0.09 / -0.58"
H 1.80622 1.43834 -3.52967
C 2.23632 -1.07651 1.30189
C 6.53439 -0.14714 -1.14084
H 6.93430 -0.74281 -0.31693
F -0.59527 4.05673 2.88832
C -1.79075 -0.31162 3.75049
C -4.92142 -1.91416 -0.94645
H -1.53969 -0.65489 4.74309
H -5.67761 -3.91132 -1.18526
C 2.97154 1.07487 -1.75692
C -2.62937 -1.57298 -1.59077
H 4.86584 -1.17214 0.75470
H 1.65671 -0.34436 1.86917
O -3.97519 1.31127 -1.99717
H -2.57558 -5.47252 -2.11426
Te -1.02486 4.11197 -1.09135
Cr -0.76393 2.19288 0.36075
C 0.65618 4.08067 2.38257
S -3.99114 0.65389 -0.72219
H -4.13988 -5.72224 -1.63167
F 2.00179 3.31979 0.66874
C 2.25548 0.38359 -0.76520
C -1.19643 0.81355 3.21150
H -5.84014 -1.50113 -0.54816
H 7.07834 0.80165 -1.16642
C -2.52872 -2.91201 -1.92285
N -3.03617 -0.59964 1.73221
H 6.75785 -0.67501 -2.07298
C -3.61841 -3.76364 -1.77416
C -3.82237 -1.07962 -1.08782
C 4.35043 0.89386 -1.85238
H -1.58644 -3.30310 -2.29442
C -2.43881 0.54085 1.30887
H -1.77517 -0.91669 -1.71051
H 1.47476 2.55551 -2.22380
N -1.49118 1.23375 2.00351
F 0.86314 5.28970 1.87122
H 4.89690 1.42366 -2.63189
C -4.82081 -3.25231 -1.29387
H 2.95271 -1.56641 1.96848
H -0.45512 1.39227 3.74850
F 1.38042 1.87799 2.20933
H 2.98756 2.70961 -3.14585
C 2.95165 -0.40101 0.16313
H 1.52297 -1.81761 0.93355
O -5.17763 0.77219 0.09513
C 0.86906 2.91865 1.35243
N -3.52024 -5.12338 -2.15402
H -3.17140 -1.90692 3.27983
C -2.69772 -0.98886 2.93675
C 4.33436 -0.55262 0.03423
Se 0.33498 0.39186 -0.78165
F 1.47651 3.99141 3.47699
C 2.27474 2.00086 -2.71554
N -2.67190 1.10224 0.09936
C 5.04817 0.06903 -0.97974

Entry 4:
20
Properties=species:S:1:pos:R:3 method="wB97M-V/def2-TZVPD" e_lumo_ev="-0.22 / -3.18" multiplicity=3 homo_lumo_gap_ev="6.66 / 5.94" e_homo_ev="-6.88 / -9.12"
O -2.12779 -1.60003 -0.74126
C 0.94128 0.70990 1.36689
H 2.16508 -1.79373 -0.58127
O -1.72385 -0.29406 1.35923
H -2.32940 0.85623 -2.74413
I -3.28028 1.70358 0.14382
C 2.10257 -0.10108 1.98572
S -1.43762 -0.54192 -0.03820
H 3.01766 0.45881 2.21008
H -0.98323 1.87406 -2.56775
H 0.16053 0.89459 2.08479
P 0.84399 -2.14957 -0.16528
I 1.51986 2.33523 0.21719
H -0.69583 0.11557 -2.28801
H 2.33459 -0.94104 1.35993
H 1.85050 -0.56558 3.00167
H 0.43788 -2.36772 -1.59014
N -1.60629 0.97851 -0.68965
C -1.39641 0.99335 -2.11530
N 0.20678 -0.56512 -0.20834